No. 1
12
Properties=species:S:1:pos:R:3:mulliken_charge:R:1 method="wB97M-V/def2-TZVPD" charge=0 homo_lumo_gap_ev=9.3 fmax_ha_per_bohr=0.0801
H 2.44 -1.18 0.97 0.305
N 1.67 -0.42 0.79 -0.494
C 0.61 -0.72 0.22 0.365
N 0.10 -1.89 -0.37 -0.549
C -0.89 -1.49 -1.01 -0.036
N -1.25 -0.18 -1.05 -0.658
C -0.38 0.33 -0.19 0.761
C -0.19 1.68 0.39 -0.914
H -1.62 -2.23 -1.36 0.367
H 0.69 2.23 0.04 0.291
H -0.16 1.48 1.55 0.263
H -1.02 2.40 0.00 0.299


No. 2
18
Properties=species:S:1:pos:R:3:mulliken_charge:R:1 method="wB97M-V/def2-TZVPD" charge=0 homo_lumo_gap_ev=10.1 fmax_ha_per_bohr=0.1626
H -1.65 -0.74 -1.80 0.195
N -0.66 -0.64 -1.22 -0.744
C -0.69 0.16 -0.19 0.619
N -1.82 0.71 0.46 -0.386
N 0.51 0.51 0.51 -0.303
C 1.84 0.00 -0.02 -0.825
H -1.82 1.30 1.20 0.181
H -2.63 0.70 -0.05 0.167
H 0.52 0.46 1.43 0.238
H 1.95 0.22 -1.07 0.344
H 2.52 0.53 0.73 0.280
H 1.95 -1.11 0.36 0.262
O -0.68 0.32 3.40 -0.643
H -0.97 -0.40 3.86 0.275
H -0.69 0.11 2.47 0.256
O 1.14 -0.91 -3.28 -0.656
H 0.39 -0.67 -2.69 0.432
H 0.79 -0.56 -4.11 0.309


No. 3
76
Properties=species:S:1:pos:R:3:mulliken_charge:R:1 method="wB97M-V/def2-TZVPD" charge=+3 homo_lumo_gap_ev=5.3 fmax_ha_per_bohr=0.0135
Ti -0.45 -0.02 -0.53 -0.383
O -4.23 -0.78 -0.21 -0.492
C -3.08 -1.00 0.04 0.166
N -2.13 -0.04 0.59 0.734
C -2.71 0.86 1.46 0.337
O -3.87 0.86 1.78 -0.522
C -1.88 1.91 2.23 0.834
C -2.49 2.46 3.34 -0.980
C -1.84 3.40 4.12 -0.402
C -0.55 3.81 3.79 -0.813
C 0.04 3.27 2.68 -0.133
N -0.63 2.36 1.94 -0.459
C -2.38 -2.28 -0.27 0.071
C -2.99 -3.51 -0.39 -0.765
C -2.17 -4.59 -0.68 -0.696
C -0.81 -4.39 -0.86 -1.018
C -0.29 -3.12 -0.75 -0.461
N -1.08 -2.08 -0.45 1.312
H -3.49 2.12 3.57 0.608
H -2.34 3.81 4.99 0.509
H -0.02 4.54 4.38 0.505
H 1.03 3.54 2.35 0.594
H -4.05 -3.60 -0.24 0.638
H -2.59 -5.59 -0.77 0.508
H -0.15 -5.22 -1.09 0.610
H 0.76 -2.91 -0.89 0.426
Se 1.36 2.62 -3.45 0.408
N -0.05 3.43 -4.10 -0.740
C -1.12 3.04 -3.42 0.166
C -2.48 3.43 -3.58 -0.562
C -3.40 2.86 -2.75 -1.173
C -3.01 1.90 -1.76 0.024
N -1.76 1.53 -1.58 0.727
C -0.84 2.10 -2.39 0.371
N 0.41 1.72 -2.21 0.265
H -2.76 4.15 -4.34 0.558
H -4.45 3.11 -2.83 0.504
H -3.77 1.44 -1.14 0.520
O 1.09 2.31 0.56 -0.615
N 0.06 1.81 0.76 1.490
C 3.67 1.32 -1.60 -1.123
C 3.60 -0.17 -1.26 0.537
C 2.66 -0.94 -2.19 -1.829
C 3.42 -0.38 0.23 0.409
C 4.61 -0.39 0.95 -1.123
C 4.65 -0.63 2.31 -1.460
C 3.48 -0.93 2.97 -1.250
C 2.25 -0.94 2.33 -0.227
C 1.08 -1.43 3.17 0.472
C 0.46 -2.72 2.63 -1.822
C 0.00 -0.39 3.44 -1.587
C 2.23 -0.60 0.96 0.642
O 1.00 -0.52 0.31 1.539
H 3.87 1.46 -2.67 0.398
H 4.48 1.80 -1.06 0.455
H 2.75 1.83 -1.32 -0.201
H 4.59 -0.58 -1.47 0.853
H 1.67 -0.51 -2.23 0.267
H 2.59 -1.99 -1.91 0.336
H 3.06 -0.91 -3.21 0.526
H 5.54 -0.23 0.41 0.548
H 5.60 -0.63 2.84 0.443
H 3.52 -1.19 4.02 0.506
H 1.52 -1.68 4.14 1.066
H -0.10 -2.54 1.71 0.118
H -0.23 -3.15 3.36 0.481
H 1.23 -3.47 2.42 0.462
H -0.59 -0.23 2.53 0.019
H 0.43 0.55 3.79 0.379
H -0.69 -0.75 4.20 0.580
Cl -2.99 -2.03 -4.96 -0.042
C -1.30 -1.51 -5.02 0.590
Cl -0.23 -2.81 -5.48 -0.040
Cl -1.09 -0.08 -6.04 -0.050
C -0.94 -1.09 -3.65 -0.120
N -0.67 -0.77 -2.59 -0.418


No. 4
14
Properties=species:S:1:pos:R:3:mulliken_charge:R:1 method="wB97M-V/def2-TZVPD" charge=0 homo_lumo_gap_ev=9.3 fmax_ha_per_bohr=0.1954
C -0.73 0.49 1.76 -0.238
C -1.20 -0.35 0.53 -0.088
C 1.64 -0.22 -0.83 -0.054
C 1.13 0.42 -2.07 -0.234
C 0.26 0.51 -3.12 -0.098
H 0.79 -0.62 2.04 0.350
H -1.63 0.74 2.40 0.288
H -0.45 1.46 1.34 0.223
H -2.29 -0.55 0.50 0.388
H 2.80 -0.29 -0.69 0.326
H -0.75 0.44 -4.03 0.321
N -0.47 -0.91 -0.33 -0.514
N 0.82 -0.77 -0.02 -0.194
O 0.09 -0.36 2.52 -0.477


Molecular weight (computed, g mol⁻¹): 95.11, 109.13, 809.80, 110.12